Entry 1:
{
  "formula": "C19H36I2N12O20S",
  "method": "the ωB97M-V functional and the def2-TZVPD basis",
  "symbols": ["C", "C", "I", "C", "I", "C", "C", "C", "C", "C", "N", "S", "N", "C", "H", "H", "H", "H", "H", "H", "C", "N", "O", "O", "H", "H", "H", "C", "N", "O", "O", "H", "H", "H", "C", "N", "O", "O", "H", "H", "H", "C", "N", "O", "O", "H", "H", "H", "C", "N", "O", "O", "H", "H", "H", "C", "N", "O", "O", "H", "H", "H", "C", "N", "O", "O", "H", "H", "H", "C", "N", "O", "O", "H", "H", "H", "C", "N", "O", "O", "H", "H", "H", "C", "N", "O", "O", "H", "H", "H"],
  "positions_angstrom": [[-1.32076, 4.99768, -1.24774], [-0.60315, 4.61840, 0.05287], [-0.82339, 6.04534, 1.64472], [0.11432, 3.50139, 0.20186], [0.24655, 2.16555, -1.46851], [0.81835, 3.22567, 1.50125], [2.18962, 3.26522, 1.49561], [3.00048, 3.03371, 2.68717], [2.42280, 2.76896, 3.89862], [0.98717, 2.73521, 3.94793], [0.21698, 2.51510, 5.02705], [-1.32291, 2.60867, 4.51989], [-1.14771, 2.90563, 2.92207], [0.17014, 2.95690, 2.75738], [-2.27206, 4.46827, -1.40101], [-0.60074, 4.87494, -2.07162], [-1.55216, 6.07803, -1.20702], [2.71521, 3.49635, 0.56384], [4.07843, 3.09392, 2.56152], [3.01059, 2.59109, 4.80067], [6.89747, 4.66200, -0.17290], [5.58070, 3.97803, -0.09310], [5.20449, 3.35535, -1.06202], [4.95612, 4.09064, 0.95086], [7.33340, 4.47578, -1.15597], [6.71977, 5.72907, -0.02128], [7.52655, 4.25244, 0.61471], [9.13960, 5.70900, -4.66445], [9.11023, 5.00624, -3.35357], [8.03582, 4.91459, -2.78972], [10.16196, 4.57355, -2.93869], [8.13422, 6.03794, -4.90411], [9.81212, 6.55659, -4.56555], [9.50399, 5.00263, -5.40521], [-1.87332, -0.99507, -2.18187], [-2.86817, -1.52064, -3.15975], [-3.56086, -0.71241, -3.73402], [-2.91954, -2.72780, -3.31496], [-1.95308, 0.08614, -2.15632], [-2.10605, -1.42221, -1.20949], [-0.88738, -1.30337, -2.52008], [-2.91361, -0.67298, 4.23649], [-2.64819, -1.72426, 3.21746], [-2.45573, -1.36398, 2.07395], [-2.63486, -2.87469, 3.60249], [-2.88698, 0.29159, 3.74311], [-3.89212, -0.86233, 4.66970], [-2.13090, -0.74767, 4.98683], [-1.44716, -5.27245, 1.97348], [-0.55179, -6.40719, 1.62423], [0.54670, -6.14092, 1.18261], [-0.98216, -7.52810, 1.80769], [-0.93239, -4.34338, 1.75849], [-2.34616, -5.36419, 1.37018], [-1.67373, -5.35134, 3.03232], [-4.30450, -5.40459, -3.91986], [-5.66070, -6.00168, -3.84252], [-6.05430, -6.64526, -4.79275], [-6.29414, -5.80204, -2.81994], [-3.86475, -5.66109, -4.87701], [-4.41588, -4.33231, -3.82310], [-3.71959, -5.81308, -3.10697], [-7.70522, -2.94722, -3.90960], [-6.55284, -2.30543, -4.60119], [-5.76025, -3.03440, -5.16639], [-6.48938, -1.09658, -4.55103], [-7.63501, -4.02197, -4.03591], [-7.64698, -2.67743, -2.85886], [-8.61348, -2.56164, -4.36483], [-3.08973, -5.47636, 6.83542], [-2.84199, -4.04327, 7.15057], [-3.54045, -3.21951, 6.59822], [-1.95399, -3.80161, 7.94086], [-3.90372, -5.53887, 6.12129], [-2.17326, -5.88173, 6.41547], [-3.34974, -5.97526, 7.76491], [-0.40522, -7.80476, -1.67751], [-1.58024, -7.03019, -2.15789], [-1.97520, -7.24479, -3.28404], [-2.06925, -6.23064, -1.38399], [-0.08366, -8.47109, -2.47095], [0.37528, -7.09291, -1.42692], [-0.71918, -8.36554, -0.80111], [4.89109, 9.22483, -0.01982], [5.76509, 8.13703, -0.53498], [5.64045, 7.81589, -1.69642], [6.54927, 7.64204, 0.25331], [4.25081, 9.56578, -0.82595], [4.30261, 8.81249, 0.79552], [5.53749, 10.02593, 0.32821]],
  "mulliken_charge": [-1.278, 0.207, 0.027, -0.627, 0.118, 0.723, -0.290, -0.681, -0.862, 0.573, -0.620, 0.094, -0.561, 0.765, 0.263, 0.406, 0.404, 0.540, 0.468, 0.416, -0.516, 0.902, -0.559, -0.569, 0.379, 0.091, 0.323, -0.746, 0.907, -0.595, -0.538, 0.329, 0.282, 0.285, -0.687, 0.887, -0.532, -0.518, 0.188, 0.272, 0.318, -0.701, 0.861, -0.532, -0.475, 0.291, 0.267, 0.285, -0.692, 0.983, -0.552, -0.554, 0.301, 0.297, 0.230, -0.219, 1.031, -0.598, -0.573, 0.298, 0.166, -0.045, -0.701, 0.896, -0.496, -0.528, 0.257, 0.288, 0.289, -0.693, 0.864, -0.487, -0.527, 0.298, 0.260, 0.288, -0.731, 0.897, -0.535, -0.523, 0.328, 0.275, 0.253, -0.757, 0.916, -0.503, -0.587, 0.308, 0.303, 0.290],
  "total_energy_ha": -3900.040437,
  "orbital_gap_ev": 8.04,
  "charge": 0,
  "homo_energy_ev": -8.757,
  "lumo_energy_ev": -0.716
}

=====

Entry 2:
{
  "formula": "C19H36I2N3O12P",
  "method": "the ωB97M-V functional and the def2-TZVPD basis",
  "symbols": ["H", "N", "C", "C", "C", "C", "C", "O", "I", "O", "N", "O", "O", "C", "I", "C", "O", "C", "P", "O", "O", "O", "N", "C", "C", "C", "H", "H", "H", "H", "H", "H", "H", "H", "H", "H", "H", "H", "H", "H", "H", "H", "H", "H", "H", "C", "C", "O", "C", "C", "O", "H", "H", "H", "H", "H", "H", "H", "H", "C", "C", "O", "C", "C", "O", "H", "H", "H", "H", "H", "H", "H", "H"],
  "positions_angstrom": [[4.59981, 3.42833, 0.83621], [3.92662, 3.12282, 0.10969], [4.53616, 2.23401, -0.63758], [3.92079, 1.47433, -1.88234], [3.87665, -0.14102, -1.76571], [4.71704, -0.61942, -3.09042], [4.81058, -2.20365, -3.22791], [5.57353, -2.94842, -2.59137], [3.50794, -3.18769, -4.70684], [4.57468, -0.70202, -0.63369], [5.92137, -0.61035, -0.70509], [6.35665, -1.32206, 0.15570], [2.57321, -0.61827, -2.03743], [1.54566, -0.58270, -1.07784], [1.69039, 0.45304, 0.79704], [0.22418, 0.03447, -1.84397], [-0.48592, 1.01049, -1.05237], [-1.74443, 0.50266, -0.55943], [-3.05516, 0.20758, -1.89896], [-4.31120, 1.08011, -1.68110], [-3.59935, -1.41873, -1.68017], [-2.46566, 0.31640, -3.48274], [1.13036, -2.00664, -0.78419], [2.25752, -2.82097, -0.26853], [1.66060, -4.16466, 0.42795], [2.73141, -4.87207, 1.40135], [5.62773, 1.98658, -0.35586], [4.39426, 1.80907, -2.87830], [2.81804, 1.80754, -1.96261], [5.69382, -0.05772, -3.22041], [4.04675, -0.27228, -3.96507], [0.59948, 0.58267, -2.78524], [-0.41977, -0.83196, -2.21218], [-2.17646, 1.32873, 0.11898], [-1.61650, -0.40958, 0.13997], [-2.99342, -1.86287, -1.04343], [-2.70278, -0.48199, -4.01378], [0.32731, -2.00117, -0.13753], [2.96472, -3.16487, -1.10920], [2.89989, -2.32042, 0.52956], [1.25237, -4.85884, -0.37617], [0.78162, -3.80396, 1.08018], [3.79301, -4.62007, 1.03875], [2.57581, -4.53307, 2.48879], [2.51968, -5.99913, 1.37094], [-7.37715, -3.43422, 1.81293], [-6.45043, -3.30352, 3.00433], [-5.08783, -3.15316, 2.58351], [-4.51679, -1.97296, 2.28172], [-5.39606, -0.77687, 2.05640], [-3.31742, -1.90452, 2.11672], [-7.36502, -2.53455, 1.19428], [-8.40353, -3.61339, 2.14140], [-7.06274, -4.26300, 1.17438], [-6.74694, -2.49671, 3.67897], [-6.48840, -4.22403, 3.59100], [-5.67407, -0.73013, 1.00183], [-4.83059, 0.11967, 2.31658], [-6.28822, -0.76451, 2.67891], [1.64283, 5.94623, 1.01512], [0.89051, 4.67925, 0.66436], [0.15388, 4.18887, 1.79469], [-1.09185, 4.58282, 2.11723], [-1.65005, 5.82188, 1.47652], [-1.71365, 3.98906, 2.96893], [0.96190, 6.75548, 1.28835], [2.25224, 6.27800, 0.17130], [2.29540, 5.77649, 1.87494], [0.24208, 4.80420, -0.20692], [1.60708, 3.89848, 0.40435], [-1.39085, 6.68983, 2.08466], [-2.73651, 5.72759, 1.43410], [-1.31679, 5.97150, 0.45174]],
  "mulliken_charge": [0.221, -0.321, -0.340, -0.285, 0.592, -0.622, -0.089, -0.456, 0.002, 0.012, 0.130, -0.390, -0.095, -0.598, 0.220, -0.214, -0.188, -0.294, 1.127, -0.691, -0.556, -0.517, -0.182, -0.299, -0.297, -1.005, 0.253, 0.436, 0.091, 0.444, 0.513, 0.158, 0.294, 0.144, 0.205, 0.333, 0.334, 0.267, 0.017, 0.208, 0.339, 0.243, 0.269, 0.263, 0.308, -0.946, -0.391, -0.352, 0.739, -0.929, -0.581, 0.274, 0.348, 0.293, 0.355, 0.298, 0.252, 0.288, 0.352, -1.168, 0.263, -0.334, 0.754, -0.970, -0.588, 0.366, 0.358, 0.278, 0.304, -0.154, 0.248, 0.312, 0.345],
  "total_energy_ha": -2749.286474,
  "orbital_gap_ev": 8.71,
  "charge": 0,
  "homo_energy_ev": -9.084,
  "smiles": "[H]/N=C/C[C@@](CC(=O)I)(ON=O)O[C@@](I)(COCP(=O)(O)O)NCCC.CCOC(C)=O.CCOC(C)=O",
  "lumo_energy_ev": -0.378
}

=====

Entry 3:
{
  "formula": "C19H36O15",
  "method": "the ωB97M-V functional and the def2-TZVPD basis",
  "symbols": ["C", "C", "C", "O", "C", "O", "O", "H", "H", "H", "H", "H", "H", "C", "C", "C", "O", "C", "O", "O", "H", "H", "H", "H", "H", "H", "C", "C", "C", "O", "C", "O", "O", "H", "H", "H", "H", "H", "H", "C", "C", "C", "O", "C", "O", "O", "H", "H", "H", "H", "H", "H", "C", "O", "H", "H", "H", "H", "C", "O", "H", "H", "H", "H", "C", "O", "H", "H", "H", "H"],
  "positions_angstrom": [[-4.96658, -13.54610, 17.04932], [-3.93904, -12.45683, 17.09244], [-4.17952, -11.31109, 16.14986], [-4.82991, -10.35222, 16.99841], [-4.39272, -10.59802, 18.25047], [-4.44071, -9.80186, 19.14656], [-3.96690, -11.83848, 18.37395], [-4.78490, -14.23712, 16.26531], [-5.94972, -13.08353, 16.86014], [-4.90125, -14.19713, 17.90788], [-2.97024, -12.86289, 17.07906], [-4.81701, -11.61272, 15.35078], [-3.27983, -10.82479, 15.88650], [-2.79507, -6.76390, 18.40053], [-2.12261, -7.00227, 17.06789], [-0.55635, -7.03815, 17.06688], [-0.20440, -8.38183, 17.14826], [-1.27820, -9.16839, 16.79627], [-1.23721, -10.34543, 16.70639], [-2.37072, -8.37243, 16.69218], [-2.70615, -5.75903, 18.78724], [-2.33619, -7.48295, 19.16398], [-3.84395, -7.07198, 18.37795], [-2.53386, -6.38634, 16.33180], [-0.25012, -6.47488, 17.96028], [-0.06385, -6.47338, 16.23883], [-2.38503, -2.56275, 16.76953], [-0.86669, -2.45028, 16.96244], [-0.10547, -3.50679, 16.24287], [0.59913, -2.83293, 15.17765], [0.51505, -1.48698, 15.44908], [1.21396, -0.69015, 14.90351], [-0.46185, -1.20056, 16.32782], [-2.60250, -3.35872, 17.45078], [-2.71684, -2.88604, 15.81564], [-2.94953, -1.66862, 17.07876], [-0.62618, -2.48983, 17.98524], [-0.82738, -4.21964, 15.80223], [0.53431, -4.04792, 16.96075], [0.22919, -7.66215, 22.62928], [-0.69075, -7.43159, 21.47928], [-2.02582, -6.67775, 21.77515], [-1.88634, -5.39126, 21.20893], [-0.76078, -5.38785, 20.39890], [-0.55570, -4.56358, 19.55245], [-0.05256, -6.52689, 20.54433], [1.20376, -8.12431, 22.36101], [-0.20623, -8.35915, 23.41866], [0.44582, -6.72105, 23.15425], [-0.85668, -8.38153, 20.89244], [-2.14066, -6.51594, 22.85868], [-2.89265, -7.23061, 21.34744], [2.72106, -7.74632, 18.63358], [2.58796, -7.26144, 17.30673], [1.78596, -8.19744, 19.12839], [3.49184, -8.48139, 18.64002], [3.00959, -6.89946, 19.34454], [1.95747, -7.89609, 16.88972], [-1.69277, -12.80643, 14.07253], [-2.30629, -13.93704, 14.68619], [-1.50437, -11.99000, 14.78849], [-0.68507, -13.05956, 13.72466], [-2.31732, -12.54485, 13.26966], [-1.60348, -14.38674, 15.17206], [-1.25147, -11.21499, 19.97309], [-1.85528, -9.95831, 19.92317], [-0.16542, -11.07853, 19.96109], [-1.54351, -11.86562, 20.76530], [-1.40217, -11.83476, 19.07841], [-2.78670, -10.02469, 19.76303]],
  "mulliken_charge": [-1.636, 0.743, -0.227, -0.385, 0.748, -0.648, -0.384, 0.419, 0.348, 0.376, 0.274, 0.514, -0.099, -0.375, 0.039, -0.055, -0.404, 0.606, -0.516, -0.402, 0.319, -0.530, 0.484, 0.477, 0.116, 0.187, -1.232, 0.553, 0.236, -0.410, 0.518, -0.535, -0.405, 0.228, 0.379, 0.344, 0.336, -0.069, 0.090, -1.559, 1.698, -0.345, -0.356, 0.326, -0.455, -0.155, 0.310, 0.360, 0.398, -0.767, 0.383, 0.245, -0.359, -0.521, -0.012, 0.381, 0.207, 0.326, -0.359, -0.468, 0.000, 0.371, 0.251, 0.285, -0.673, -0.449, 0.323, 0.344, 0.066, 0.184],
  "total_energy_ha": -1874.162345,
  "orbital_gap_ev": 10.73,
  "charge": 0,
  "homo_energy_ev": -10.331,
  "smiles": "C[C@H]1COC(=O)O1.C[C@H]1COC(=O)O1.C[C@H]1COC(=O)O1.C[C@H]1COC(=O)O1.CO.CO.CO",
  "lumo_energy_ev": 0.401
}